No. 1
The following is a DFT calculation (wB97M-V/def2-TZVPD) of C17H17N5O2S3 in the gas phase at a distorted geometry.

Each line ends with the natural charge from an NBO analysis.
Element x y z (Å)
C 5.1506 -3.1790 5.5401  -0.59
H 5.3039 -4.0284 4.8781  0.20
H 5.8602 -3.2458 6.3615  0.21
H 5.3513 -2.2688 4.9797  0.21
C 3.7155 -3.1701 6.0708  -0.41
C 2.7351 -3.0734 4.9376  -0.04
C 2.3232 -1.8378 4.4540  -0.21
C 1.4499 -1.7333 3.3882  -0.20
C 0.9682 -2.8871 2.7792  0.13
C 1.3787 -4.1321 3.2504  -0.24
C 2.2524 -4.2183 4.3156  -0.19
H 2.5597 -5.1907 4.6724  0.21
H 1.0078 -5.0329 2.7807  0.20
N 0.0755 -2.8605 1.7066  -0.58
C -0.4884 -1.7929 1.1148  0.27
N -0.2842 -0.5456 1.3689  -0.34
N -0.9978 0.2891 0.6228  -0.29
C -1.7662 -0.2904 -0.2267  -0.15
S -2.8233 0.5159 -1.3340  0.30
C -2.4727 2.2405 -0.8357  -0.61
C -2.9012 3.1928 -1.9272  0.67
O -3.6641 4.1197 -1.7457  -0.59
N -2.3518 2.9428 -3.1403  -0.63
C -2.6552 3.7049 -4.2357  0.06
C -2.1547 3.4892 -5.5058  -0.28
C -2.6667 4.4500 -6.4215  -0.22
C -3.5089 5.3322 -5.8356  -0.44
S -3.7279 5.0450 -4.1433  0.52
H -4.0250 6.1481 -6.3003  0.24
H -2.4190 4.4864 -7.4676  0.21
C -1.2270 2.3831 -5.7580  0.67
O -0.8439 1.6289 -4.8677  -0.66
N -0.8020 2.2265 -7.0301  -0.80
H -1.1108 2.8200 -7.7768  0.39
H -0.1709 1.4697 -7.2323  0.41
H -1.7080 2.1686 -3.3580  0.47
H -3.0155 2.4592 0.0829  0.26
H -1.3992 2.3020 -0.6553  0.27
S -1.6823 -2.0517 -0.1899  0.29
H -0.2103 -3.7631 1.3551  0.40
H 1.1328 -0.7710 3.0229  0.25
H 2.6891 -0.9360 4.9229  0.21
H 3.5868 -2.3203 6.7438  0.21
H 3.5364 -4.0856 6.6384  0.21

Values from the calculation:
Energy, a.u.: -2276.8769
LUMO energy, Ha: 0.013
Spin multiplicity: 1


No. 2
The following is a DFT calculation (wB97M-V/def2-TZVPD) of a molecular structure, C17H17NTl at a distorted geometry.

Each line ends with the Löwdin charge.
Element x y z (Å)
C -2.1506 1.5129 -0.4330  -0.19
C -2.3702 0.8674 0.8325  -0.16
C -2.3543 -0.5810 0.6488  -0.15
C -2.2245 -0.8239 -0.7621  -0.27
C -2.0610 0.4632 -1.4269  -0.31
Tl 0.1456 -0.1028 -0.8680  1.04
N 1.4993 1.4510 -0.2276  -0.30
C 1.9641 1.3648 1.3948  -0.43
C 0.9394 0.8168 2.2915  -0.19
H -2.6109 -1.3180 1.4263  0.09
H -2.4841 1.3800 1.7842  0.08
H -2.1813 -1.8263 -1.2528  0.10
H -2.0328 0.6318 -2.5192  0.09
H -2.1277 2.5889 -0.6073  0.09
H 0.1455 1.4923 2.6040  -0.02
H 2.1353 2.4618 1.6538  0.07
H 2.1390 1.9658 -0.9932  -0.01
H 0.8636 -0.2538 2.5167  -0.04
H 2.8773 0.7321 1.3194  0.05
C 3.2582 -4.9405 0.4406  -0.11
C 2.7445 -3.8780 1.1844  -0.10
C 1.9255 -2.9553 0.5571  -0.03
C 1.4977 -3.0630 -0.8002  -0.17
C 0.6919 -2.1125 -1.4875  -0.25
C 0.4063 -2.2027 -2.8256  -0.16
C 0.9337 -3.3191 -3.6077  -0.09
C 1.7520 -4.2697 -3.0133  -0.06
C 2.0669 -4.1805 -1.6015  -0.15
C 2.9401 -5.0816 -0.9147  -0.06
H 3.9149 -5.6860 0.9334  0.10
H 2.9914 -3.7784 2.2317  0.10
H 1.6720 -2.0753 1.1360  0.09
H -0.2022 -1.4081 -3.2943  0.08
H 0.6441 -3.3480 -4.6761  0.09
H 2.2206 -5.0484 -3.6231  0.10
H 3.4276 -5.8822 -1.5187  0.11

Values from the calculation:
Charge: -1
Energy, a.u.: -885.0230
LUMO energy (alpha / beta), Ha: 0.099 / 0.099
Spin multiplicity: 1


No. 3
The following is a DFT calculation (wB97M-V/def2-TZVPD) of a molecular structure, C17H18B2KO25 at a distorted geometry.

Each line ends with the natural charge from an NBO analysis.
Element x y z (Å)
K -7.3349 -2.0774 -11.7240  0.95
O -13.1020 0.3152 -8.4473  -0.56
C -11.9030 0.3448 -8.1220  0.67
O -11.0188 -0.5643 -8.5325  -0.66
B -9.7971 -0.3157 -7.7424  1.15
O -9.9358 1.0142 -7.1424  -0.63
C -11.1424 1.4053 -7.3293  0.66
O -11.6636 2.4415 -6.8644  -0.52
O -8.7262 -0.3557 -8.7450  -0.60
C -7.8780 -1.2521 -8.4107  0.69
O -6.8287 -1.6420 -9.0218  -0.66
C -8.2394 -1.9331 -7.0187  0.69
O -9.4637 -1.3754 -6.7253  -0.67
O -7.5724 -2.6890 -6.3259  -0.56
O -6.1610 1.5127 -11.2532  -0.56
C -7.2863 2.0269 -11.1891  0.67
O -7.7439 3.0533 -10.4501  -0.63
B -9.1623 3.2111 -10.7504  1.15
O -9.6143 2.0891 -11.5670  -0.63
C -8.5044 1.3449 -11.7950  0.70
O -8.4199 0.3352 -12.4948  -0.62
O -9.9269 3.1869 -9.4789  -0.65
C -10.4238 4.3804 -9.2087  0.64
O -11.2324 4.6201 -8.2398  -0.53
C -10.1599 5.2759 -10.3404  0.68
O -9.4054 4.5694 -11.2590  -0.68
O -10.7071 6.3766 -10.4920  -0.54
C -2.6962 -2.3801 -13.3528  -0.26
O -3.2480 -1.3031 -14.1112  -0.48
C -4.3027 -0.6708 -13.7349  1.00
O -5.0590 -0.8259 -12.7683  -0.67
O -4.5648 0.1836 -14.7406  -0.52
C -5.7532 1.0566 -14.7990  -0.26
H -1.8904 -2.8513 -13.9157  0.20
H -3.4269 -3.1819 -13.2470  0.18
H -2.2591 -2.1521 -12.3807  0.20
H -5.9425 1.5364 -15.7593  0.19
H -5.7237 1.9025 -14.1122  0.21
H -6.6180 0.4156 -14.6277  0.21
C -6.9850 -4.2533 -14.8690  -0.24
O -8.3598 -4.1191 -15.2838  -0.52
C -9.1009 -2.9963 -15.0130  1.00
O -8.8211 -2.0727 -14.2467  -0.65
O -10.2502 -3.0939 -15.6557  -0.49
C -11.2979 -2.2170 -15.3536  -0.26
H -6.5269 -5.1507 -15.2849  0.20
H -6.9350 -4.2255 -13.7805  0.17
H -6.3884 -3.4150 -15.2289  0.19
H -11.7742 -2.7433 -14.5264  0.19
H -11.9583 -2.2492 -16.2201  0.19
H -11.0318 -1.2146 -15.0181  0.22
C -9.3359 -4.9121 -8.4323  -0.28
O -9.7756 -5.5655 -9.6028  -0.51
C -9.8779 -4.8873 -10.7247  1.01
O -9.3876 -3.7978 -10.9940  -0.66
O -10.4308 -5.6534 -11.6524  -0.51
C -11.2725 -6.8491 -11.4221  -0.26
H -10.0827 -4.3430 -7.8788  0.21
H -8.4854 -4.2537 -8.6092  0.21
H -9.0592 -5.6574 -7.6866  0.20
H -11.1061 -7.3923 -10.4918  0.20
H -11.1101 -7.4873 -12.2906  0.20
H -12.3396 -6.6321 -11.4702  0.19

Values from the calculation:
Charge: -1
Energy, a.u.: -3189.8054
LUMO energy, Ha: 0.044
Relative energy (zero: lowest compared OMol25 entry of this formula, charge and spin), kJ/mol: 325.7
Spin multiplicity: 1